{"formula": "C23H19FN6O", "method": "ωB97M-V with the def2-TZVPD basis set", "relative_energy_ev": 0.6621, "homo_energy_ev": -8.280, "smiles": "Fc1ccc(-c2ccc3ncc(-c4nnco4)c(NCCCn4ccnc4)c3c2)cc1", "e_lumo_ev": -0.5, "total_energy_ha": -1391.4646, "species": ["F", "C", "C", "C", "C", "C", "C", "C", "C", "N", "C", "C", "C", "N", "N", "C", "O", "C", "N", "C", "C", "C", "N", "C", "C", "N", "C", "C", "C", "C", "C", "H", "H", "H", "H", "H", "H", "H", "H", "H", "H", "H", "H", "H", "H", "H", "H", "H", "H", "H"], "xyz": [[2.596, -1.839, 7.318], [2.666, -1.398, 6.042], [1.577, -1.525, 5.143], [1.650, -1.011, 3.857], [2.795, -0.351, 3.418], [2.870, 0.184, 2.059], [4.093, 0.222, 1.418], [4.201, 0.746, 0.167], [3.052, 1.124, -0.566], [3.222, 1.556, -1.806], [2.183, 1.969, -2.535], [0.854, 1.947, -2.025], [-0.214, 2.282, -2.980], [-0.083, 2.260, -4.280], [-1.232, 2.724, -4.808], [-2.004, 3.031, -3.799], [-1.410, 2.758, -2.597], [0.658, 1.490, -0.721], [-0.646, 1.337, -0.250], [-1.203, -0.005, -0.178], [-2.234, -0.186, -1.282], [-2.665, -1.655, -1.338], [-3.898, -1.914, -2.101], [-5.057, -2.416, -1.583], [-5.968, -2.375, -2.583], [-5.319, -1.958, -3.754], [-4.083, -1.674, -3.460], [1.774, 1.050, 0.019], [1.685, 0.583, 1.345], [3.900, -0.254, 4.289], [3.816, -0.738, 5.592], [0.687, -2.077, 5.401], [0.803, -1.172, 3.179], [5.035, -0.068, 1.880], [5.174, 0.892, -0.299], [2.339, 2.326, -3.549], [-3.018, 3.475, -3.910], [-1.286, 1.957, -0.714], [-0.451, -0.795, -0.297], [-1.738, -0.111, 0.805], [-1.850, 0.087, -2.258], [-3.102, 0.440, -1.120], [-2.865, -2.002, -0.314], [-1.862, -2.288, -1.678], [-5.332, -2.723, -0.577], [-7.032, -2.647, -2.493], [-3.308, -1.301, -4.153], [0.718, 0.486, 1.801], [4.844, 0.187, 4.007], [4.669, -0.627, 6.269]], "forces_ev_per_a": [[-0.07, 0.03, -0.66], [-0.42, 0.82, -1.48], [0.61, -0.33, 0.88], [0.09, -0.08, 0.28], [0.47, -0.04, 0.47], [-2.92, 0.10, -0.88], [1.38, 0.79, -0.77], [0.09, -0.01, -0.45], [-0.17, -0.06, 0.59], [-0.37, 1.34, -2.93], [0.66, -0.53, 1.48], [0.48, -0.11, 0.11], [1.17, -0.06, -0.50], [0.94, -0.60, 1.13], [-1.68, 0.80, 0.85], [-0.40, 0.11, -1.36], [-0.77, 0.50, -0.61], [-0.77, -0.20, -1.56], [0.49, 0.20, 0.72], [-0.94, 0.03, 0.51], [-0.30, -1.00, -0.30], [-0.96, -0.09, 0.69], [2.02, 0.27, 0.03], [-1.07, 0.38, 0.10], [0.43, -0.07, -1.24], [-1.29, 0.05, -0.41], [-0.75, -0.44, 1.54], [0.22, -0.21, 1.02], [2.11, -0.78, 0.96], [-0.89, -0.39, 0.41], [-0.01, -0.46, 0.58], [-0.05, -0.03, 0.39], [0.43, 0.11, 0.33], [-0.44, -0.12, 0.25], [-0.31, -0.18, -0.05], [0.21, -0.14, 0.16], [1.09, -0.57, 0.64], [-0.05, 0.05, 0.01], [0.14, 0.39, 0.32], [0.60, -0.28, -0.70], [0.37, 0.15, -0.18], [-0.31, 0.19, 0.21], [-0.07, 0.11, -0.18], [0.38, -0.17, -0.45], [0.99, 0.29, -0.02], [0.83, 0.19, -0.49], [-0.53, -0.31, 0.69], [-0.19, 0.21, 0.27], [-0.14, 0.22, -0.23], [-0.36, -0.08, -0.21]]}

{"formula": "C10H28LiN2O3", "method": "ωB97M-V with the def2-TZVPD basis set", "relative_energy_ev": 11.6855, "homo_energy_ev": -11.868, "e_lumo_ev": -2.4, "total_energy_ha": -739.9977, "total_charge": 1, "species": ["Li", "C", "C", "O", "H", "H", "H", "H", "H", "H", "C", "C", "C", "O", "C", "N", "H", "H", "H", "H", "H", "H", "H", "H", "H", "H", "H", "C", "C", "C", "O", "C", "N", "H", "H", "H", "H", "H", "H", "H", "H", "H", "H", "H"], "xyz": [[0.172, -0.121, 0.078], [2.541, 1.925, 0.356], [2.732, 0.459, -0.126], [1.667, -0.383, 0.386], [3.423, 2.502, 0.079], [2.339, 2.130, 1.407], [1.654, 2.282, -0.167], [3.619, 0.021, 0.331], [2.814, 0.399, -1.212], [1.911, -0.882, 1.169], [-1.377, 0.569, 3.314], [-0.398, -0.024, 2.298], [-1.031, -1.159, 1.346], [0.014, -1.698, 0.506], [-0.414, -2.781, -0.360], [0.111, 1.073, 1.485], [-0.917, 1.284, 3.996], [-1.822, -0.285, 3.825], [-2.146, 1.141, 2.794], [0.447, -0.504, 2.791], [-1.920, -0.816, 0.817], [-1.283, -1.988, 2.007], [0.366, -3.284, -0.932], [-1.188, -2.349, -0.995], [-0.749, -3.575, 0.308], [-0.675, 1.504, 1.021], [0.325, 1.897, 2.029], [-2.332, 1.587, -2.011], [-1.310, 0.713, -1.204], [-0.524, -0.386, -2.070], [0.297, -1.158, -1.199], [1.234, -1.989, -1.863], [-0.391, 1.520, -0.520], [-3.141, 0.982, -2.419], [-1.979, 2.269, -2.784], [-2.738, 2.349, -1.346], [-1.889, 0.270, -0.394], [0.022, 0.068, -2.897], [-1.230, -1.099, -2.495], [1.962, -1.489, -2.502], [0.583, -2.679, -2.399], [1.879, -2.531, -1.171], [0.161, 1.945, -1.251], [-0.821, 2.290, -0.028]], "forces_ev_per_a": [[-0.78, 2.03, 0.00], [0.13, -0.19, -1.01], [0.18, 0.15, 2.88], [6.25, 0.47, -0.27], [-0.08, 0.10, -0.20], [0.41, -0.71, 0.00], [0.56, 0.47, 0.07], [0.47, 0.35, -0.46], [-0.34, -0.10, 0.04], [0.49, 0.22, -0.12], [-0.33, -1.33, -0.32], [-0.47, 0.35, -0.02], [1.04, -1.18, 2.67], [-3.28, -4.72, 7.25], [-2.27, -1.89, 3.14], [-1.10, 0.56, 4.03], [0.29, -0.39, 0.08], [-0.35, 0.42, 0.56], [-0.24, -0.20, -0.10], [-0.04, -0.08, 0.19], [0.02, -0.24, -0.02], [-0.72, 0.24, 0.23], [-0.84, 0.19, 1.13], [-0.52, -1.35, 0.14], [-0.74, -0.02, 0.14], [-0.11, -1.29, 2.12], [0.87, -0.22, 1.06], [-0.13, -0.44, 0.12], [-2.00, 0.01, -2.34], [-1.03, 0.21, 0.20], [2.84, 4.42, -10.42], [0.83, 0.82, -1.51], [1.20, 2.51, -6.17], [-0.08, 0.13, 0.00], [0.82, -0.66, -0.41], [-0.38, -0.42, 0.55], [-0.41, -0.53, -0.69], [0.13, 0.30, 0.05], [-0.49, 0.24, -0.37], [-0.44, 0.57, -0.38], [0.91, -0.13, -0.92], [-0.31, 0.25, 0.26], [0.30, 0.53, -0.23], [-0.29, 0.55, -0.96]]}